Record 1
Density functional theory data (wB97M-V/def2-TZVPD) for a 7-piece molecular cluster, C12H18ClN6O4 overall.

Last column: natural (NBO) charge in e.
CARTESIAN COORDINATES (ANGSTROEM)
Cl: -6.368 -12.132 1.478  2.578
O: -7.065 -11.276 0.543  -0.897
O: -5.480 -11.366 2.256  -0.890
O: -7.265 -12.798 2.385  -0.890
O: -5.657 -13.075 0.665  -0.901
C: 0.933 -11.652 4.933  -0.705
C: 2.133 -11.072 5.656  0.290
N: 3.059 -10.567 6.142  -0.351
H: 1.290 -12.202 4.062  0.253
H: 0.409 -10.760 4.590  0.259
H: 0.307 -12.299 5.546  0.254
C: -13.924 -9.130 1.966  -0.729
C: -14.011 -7.827 2.593  0.290
N: -14.209 -6.790 3.031  -0.337
H: -12.912 -9.517 1.846  0.266
H: -14.397 -9.207 0.987  0.255
H: -14.359 -9.758 2.744  0.254
C: -4.978 -14.052 8.852  -0.728
C: -5.863 -15.021 9.527  0.291
N: -6.539 -15.800 10.092  -0.346
H: -5.067 -14.351 7.808  0.264
H: -3.933 -13.954 9.146  0.258
H: -5.582 -13.145 8.864  0.261
C: -2.288 -14.208 -5.941  -0.715
C: -1.071 -13.437 -6.370  0.293
N: -0.164 -12.940 -6.760  -0.338
H: -2.725 -13.749 -5.054  0.258
H: -1.978 -15.211 -5.648  0.251
H: -3.103 -14.271 -6.662  0.251
C: -2.205 -19.480 -0.537  -0.727
C: -0.978 -19.679 -1.266  0.287
N: -0.024 -19.761 -1.858  -0.334
H: -2.721 -20.415 -0.318  0.252
H: -2.952 -18.822 -0.980  0.263
H: -1.831 -19.122 0.422  0.258
C: -10.235 -18.380 -1.626  -0.721
C: -10.382 -19.799 -1.101  0.292
N: -10.578 -20.880 -0.662  -0.341
H: -10.672 -17.611 -0.989  0.262
H: -10.554 -18.158 -2.644  0.253
H: -9.170 -18.147 -1.633  0.256

Calculated values
**E**: -42380.57984 eV
**Energy relative to the best compared isomer or geometry (same formula, charge and spin)**: 166.76 kJ/mol
**Net charge**: -1
**HOMO level**: -5.97 eV

---

Record 2
Density functional theory data (wB97M-V/def2-TZVPD) for a 2-piece molecular cluster, C9H14O overall.

Last column: natural (NBO) charge in e.
CARTESIAN COORDINATES (ANGSTROEM)
C: 1.019 -2.610 0.268  -0.628
C: -0.008 -1.582 0.293  -0.091
C: -0.745 -1.334 -0.856  -0.148
C: -1.550 -0.287 -1.014  -0.362
C: -1.623 0.677 0.020  0.351
O: -2.445 1.714 0.067  -0.658
C: -1.099 0.449 1.394  -0.270
C: -0.110 -0.526 1.310  -0.180
H: 1.336 -2.996 -0.666  0.217
H: 0.668 -3.663 0.716  0.212
H: 1.900 -2.146 0.700  0.221
H: -0.517 -2.123 -1.627  0.204
H: -2.217 -0.349 -1.768  0.213
H: -2.968 1.876 -0.902  0.474
H: -1.322 1.232 2.208  0.241
H: 0.474 -0.451 2.190  0.204
C: 2.641 1.244 0.185  -0.600
C: 2.528 1.642 -1.263  -0.602
H: 1.984 1.690 0.767  0.197
H: 2.596 0.192 0.406  0.203
H: 3.512 1.835 0.419  0.203
H: 1.779 1.112 -1.910  0.204
H: 3.462 1.346 -1.755  0.193
H: 2.563 2.698 -1.339  0.203

Calculated values
**E**: -11604.36765 eV
**SMILES**: Cc1ccc(O)cc1.CC
**Energy relative to the best compared isomer or geometry (same formula, charge and spin)**: 315.42 kJ/mol
**Net charge**: 0
**HOMO level**: -7.86 eV

---

Record 3
Density functional theory data (wB97M-V/def2-TZVPD) for an isolated molecule of C25H20BF3O.

Last column: natural (NBO) charge in e.
CARTESIAN COORDINATES (ANGSTROEM)
C: 4.264 -3.422 1.028  -0.213
C: 2.976 -3.687 1.518  -0.216
C: 1.973 -2.720 1.409  -0.217
C: 2.241 -1.465 0.825  0.023
C: 1.165 -0.444 0.660  -0.006
C: -0.092 -0.890 0.391  -0.192
C: -1.316 -0.079 0.136  -0.324
C: -2.620 -0.594 0.768  0.080
C: -3.648 0.322 1.029  -0.245
C: -4.967 -0.115 1.183  -0.209
C: -5.257 -1.485 1.097  -0.219
C: -4.214 -2.408 0.975  -0.187
C: -2.886 -1.965 0.836  -0.253
C: 1.566 0.999 0.763  -0.103
C: 0.947 2.014 0.015  -0.116
C: 1.332 3.354 0.104  -0.221
C: 2.376 3.725 0.952  -0.197
C: 3.033 2.732 1.694  -0.219
C: 2.624 1.401 1.609  -0.186
C: 3.537 -1.221 0.325  -0.224
C: 4.539 -2.187 0.422  -0.198
H: 5.048 -4.178 1.103  0.216
H: 2.758 -4.647 1.990  0.216
H: 0.974 -2.925 1.799  0.210
H: -0.218 -1.973 0.272  0.201
H: -1.161 0.943 0.505  0.251
H: -3.416 1.393 1.037  0.218
H: -5.761 0.615 1.351  0.223
H: -6.296 -1.824 1.136  0.222
H: -4.419 -3.481 0.972  0.220
H: -2.075 -2.681 0.702  0.219
H: 0.197 1.754 -0.716  0.184
H: 0.821 4.093 -0.513  0.223
H: 2.683 4.771 1.026  0.217
H: 3.869 3.001 2.343  0.216
H: 3.141 0.647 2.208  0.221
H: 3.747 -0.263 -0.158  0.232
H: 5.533 -1.968 0.026  0.218
C: -1.599 -0.112 -1.343  0.026
C: -2.647 0.817 -1.848  -0.037
C: -2.106 1.647 -2.805  -0.316
C: -0.741 1.330 -2.902  0.353
B: 0.462 2.048 -3.693  1.128
F: -0.104 3.320 -3.899  -0.542
F: 1.624 2.113 -2.911  -0.528
F: 0.613 1.274 -4.843  -0.525
O: -0.431 0.317 -2.088  -0.393
H: -1.773 -1.158 -1.641  0.255
H: -3.670 0.832 -1.493  0.248
H: -2.623 2.426 -3.359  0.268

Calculated values
**E**: -37128.74733 eV
**Net charge**: 0
**HOMO level**: -8.47 eV

---

Record 4
Density functional theory data (wB97M-V/def2-TZVPD) for C17H34Cl10O8 as an isolated structure.

Last column: natural (NBO) charge in e.
CARTESIAN COORDINATES (ANGSTROEM)
C: -1.325 -3.967 -3.628  -0.420
Cl: -1.741 -5.673 -3.422  -0.010
Cl: -0.806 -3.499 -2.085  -0.025
H: -0.531 -3.909 -4.372  0.231
H: -2.202 -3.375 -3.889  0.229
C: -0.261 -1.212 1.090  -0.417
Cl: 0.667 -0.293 -0.117  0.114
Cl: 0.596 -1.411 2.581  0.051
H: -1.184 -0.642 1.201  0.271
H: -0.367 -2.156 0.557  0.248
C: 3.681 0.687 -1.264  -0.438
Cl: 4.421 0.760 0.313  0.056
Cl: 4.236 -0.729 -2.114  0.138
H: 2.600 0.681 -1.126  0.262
H: 3.989 1.587 -1.797  0.276
C: -2.406 1.281 4.587  -0.393
Cl: -3.004 0.016 3.471  -0.045
Cl: -0.667 1.495 4.501  -0.023
H: -2.801 2.287 4.448  0.237
H: -2.601 0.919 5.597  0.231
C: 3.564 -2.615 1.814  -0.393
Cl: 2.795 -3.928 2.734  0.076
Cl: 2.795 -2.574 0.162  0.220
H: 3.399 -1.662 2.317  0.252
H: 4.634 -2.822 1.796  0.257
C: -3.633 -2.913 0.267  -0.633
C: -4.913 -3.640 -0.134  -0.073
O: -4.682 -4.739 -0.964  -0.494
C: -5.588 -4.987 -1.914  0.983
O: -6.721 -4.478 -2.019  -0.644
O: -5.031 -5.842 -2.798  -0.496
C: -5.887 -6.381 -3.795  -0.262
H: -3.456 -2.159 -0.500  0.201
H: -2.806 -3.618 0.359  0.217
H: -3.835 -2.414 1.215  0.216
H: -5.655 -2.916 -0.472  0.211
H: -5.261 -4.175 0.749  0.181
H: -5.299 -6.936 -4.526  0.202
H: -6.426 -5.597 -4.327  0.197
H: -6.678 -6.993 -3.362  0.194
C: 5.856 4.859 2.172  -0.640
C: 5.571 4.559 3.668  -0.076
O: 5.326 3.162 3.869  -0.481
C: 4.090 2.731 3.822  0.986
O: 3.052 3.336 3.480  -0.660
O: 4.139 1.435 4.193  -0.513
C: 2.900 0.704 4.350  -0.264
H: 5.006 4.599 1.541  0.218
H: 6.709 4.282 1.815  0.210
H: 6.256 5.863 2.036  0.228
H: 4.705 5.164 3.935  0.204
H: 6.389 4.839 4.332  0.201
H: 2.350 0.805 3.415  0.191
H: 2.296 1.200 5.109  0.205
H: 3.044 -0.342 4.619  0.193
O: 0.891 2.273 -2.480  -0.645
C: -0.313 2.408 -2.718  0.815
O: -0.947 3.613 -2.780  -0.505
C: -0.186 4.839 -2.800  -0.081
C: -0.837 5.788 -3.834  -0.637
C: -1.213 1.229 -2.960  -0.721
H: 0.884 4.787 -3.002  0.204
H: -0.260 5.127 -1.752  0.192
H: -0.552 5.597 -4.869  0.220
H: -0.536 6.814 -3.626  0.225
H: -1.917 5.892 -3.730  0.224
H: -1.395 1.103 -4.027  0.256
H: -2.191 1.434 -2.525  0.240
H: -0.728 0.437 -2.387  0.229

Calculated values
**E**: -159773.98357 eV
**2S+1**: 2
**Net charge**: +1
**HOMO level (spin up / spin down)**: -12.40 / -12.40 eV

---

Record 5
Density functional theory data (wB97M-V/def2-TZVPD) for C28H28N10O4SScSe as an isolated structure.

Last column: Löwdin charge in e.
CARTESIAN COORDINATES (ANGSTROEM)
Sc: 0.950 0.005 -0.463  0.897
N: 0.945 0.903 -4.864  0.028
C: 0.781 1.029 -3.505  -0.931
S: 2.069 1.493 -2.495  0.595
N: -0.470 0.751 -3.113  -0.049
N: -0.570 0.758 -1.779  -0.152
C: -1.555 1.522 -1.186  -0.181
C: -2.515 2.238 -2.008  -0.172
C: -2.812 3.571 -1.750  -0.045
C: -3.589 4.312 -2.630  -0.085
C: -4.165 3.663 -3.733  -0.120
C: -3.956 2.318 -3.947  -0.113
C: -3.072 1.617 -3.160  -0.035
C: -1.372 1.727 0.210  -0.240
C: -2.426 2.183 1.017  -0.046
C: -2.200 2.435 2.341  -0.057
C: -0.898 2.147 2.901  -0.085
C: 0.080 1.618 2.107  -0.123
N: -0.170 1.393 0.784  -0.017
H: 1.794 1.311 -5.250  0.068
H: 0.119 1.137 -5.404  0.085
H: -2.275 4.106 -0.944  0.128
H: -3.703 5.377 -2.555  0.089
H: -4.717 4.208 -4.471  0.083
H: -4.545 1.828 -4.775  0.115
H: -2.733 0.603 -3.386  0.104
H: -3.411 2.246 0.625  0.106
H: -3.047 2.756 3.009  0.117
H: -0.783 2.480 3.911  0.084
H: 1.037 1.286 2.485  0.099
N: 2.569 -2.228 1.301  0.118
C: 3.275 -1.100 1.211  -0.569
O: 2.695 0.074 1.047  -0.180
C: 4.723 -1.206 1.208  -0.219
C: 5.678 -0.367 0.748  -0.105
H: 1.540 -2.207 1.172  0.044
H: 2.992 -3.142 1.168  0.105
H: 5.605 -1.454 -1.245  0.078
H: 5.007 -1.997 1.864  0.075
H: 6.710 -0.614 0.933  0.016
H: 5.446 0.653 0.360  0.055
Se: -2.520 -3.326 0.542  0.431
C: -1.099 -2.213 0.681  -0.890
N: -0.208 -1.457 0.771  -0.028
C: 0.608 -2.726 -4.062  0.010
N: 2.042 -2.638 -3.652  -0.026
C: 3.135 -2.934 -4.469  0.003
C: 4.419 -2.615 -4.017  0.026
C: 4.569 -2.278 -2.634  -0.362
O: 5.697 -1.825 -2.146  0.116
N: 3.518 -2.234 -1.802  0.233
C: 2.276 -2.171 -2.365  -0.412
O: 1.292 -1.704 -1.670  -0.130
H: 0.329 -1.684 -4.289  0.069
H: 0.004 -3.092 -3.175  0.120
H: 0.479 -3.273 -5.041  0.103
H: 2.938 -3.328 -5.435  0.113
H: 5.316 -2.841 -4.641  0.123
N: -3.958 -2.033 4.365  0.204
C: -3.784 -0.947 5.130  -0.476
O: -4.626 -0.325 5.801  0.017
C: -2.357 -0.497 5.313  -0.140
C: -2.243 0.349 6.396  -0.034
C: -0.986 0.825 6.712  -0.147
N: 0.159 0.598 6.013  0.070
C: -0.001 -0.224 4.940  -0.140
C: -1.235 -0.735 4.528  -0.008
H: -4.963 -2.278 4.330  0.135
H: -3.508 -2.210 3.546  0.025
H: -3.074 0.740 7.027  0.131
H: -0.905 1.359 7.635  0.088
H: 0.870 -0.357 4.298  0.107
H: -1.217 -1.358 3.634  0.103

Calculated values
**E**: -149467.86301 eV
**Energy relative to the best compared isomer or geometry (same formula, charge and spin)**: 174.87 kJ/mol
**Net charge**: -1
**HOMO level (spin up / spin down)**: -3.08 / -2.05 eV